# 1
ORCA calculation (ωB97M-V/def2-TZVPD) on a gas-phase ion, C3H8N4 (charge +2) at a distorted geometry.

SMILES	[H]/N=[N+]1/C=[NH+]CNC1
lowest unoccupied orbital energy (alpha / beta)	-12.03 / -12.03	eV
HOMO energy (alpha / beta)	-19.53 / -19.53	eV
HOMO-LUMO gap (alpha / beta)	7.50 / 7.50	eV
ΔE to the lowest compared entry with this formula, charge and spin	84.2	kcal per mole

```
! wB97M-V def2-TZVPD RIJCOSX def2/J DEFGRID3
* xyz 2 1
H -3.2484 0.6773 -0.2482
N -2.6406 -0.0941 -0.3762
N -1.4566 -0.0932 0.0103
C -0.7749 -1.3335 0.0398
N 0.5426 -1.3585 -0.0018
C 1.3916 -0.2486 -0.3359
N 0.6996 0.9274 -0.3958
C -0.4625 1.0410 0.4415
H -1.3058 -2.2352 0.2528
H 1.0390 -2.2954 0.3578
H 1.6631 -0.7772 -1.3377
H 2.1664 -0.1864 0.4947
H 1.0170 1.5711 -1.1512
H -0.3400 0.7792 1.4709
H -0.9511 2.0309 0.3397
*
```

# 2
ORCA calculation (ωB97M-V/def2-TZVPD) on a molecular structure, C3H8N4O at a distorted geometry.

lowest unoccupied orbital energy	0.56	eV
HOMO energy	-8.11	eV
HOMO-LUMO gap	8.66	eV
ΔE to the lowest compared entry with this formula, charge and spin	204.8	kcal per mole

```
! wB97M-V def2-TZVPD RIJCOSX def2/J DEFGRID3
* xyz 0 1
C 0.5769 -1.3990 0.6724
C -0.0439 1.4485 0.2352
C -0.4265 0.8685 -1.1912
H 1.1692 -0.3268 2.2456
H -0.6192 0.8799 2.3457
H 1.2804 1.1929 0.6362
H -0.6666 2.4732 0.1248
H -1.4557 0.9380 -1.4630
H 0.1241 1.7833 -1.9122
H 0.0191 -0.9566 -2.4919
H -0.9486 -2.6200 -0.7278
N 0.6060 -0.3066 1.3579
N -0.6709 0.4476 1.2812
N 0.1865 -0.4931 -1.5667
N -0.3143 -1.4433 -0.4787
O 1.1836 -2.4866 0.9326
*
```

# 3
ORCA calculation (ωB97M-V/def2-TZVPD) on a molecular structure, C3H8N4O at a distorted geometry.

lowest unoccupied orbital energy	0.85	eV
HOMO energy	-8.74	eV
HOMO-LUMO gap	9.59	eV
ΔE to the lowest compared entry with this formula, charge and spin	89.6	kcal per mole

```
! wB97M-V def2-TZVPD RIJCOSX def2/J DEFGRID3
* xyz 0 1
C -0.3608 1.5327 1.5153
N 0.5892 0.0339 -0.8235
C -1.6470 0.0782 -0.8935
C -0.2544 -0.5536 0.3535
N 1.2577 -0.8754 -1.6580
N -0.2725 -1.9206 0.3711
N -0.5342 0.1131 1.4121
O -2.0269 1.1521 -1.0307
H 1.0264 0.9374 -0.6664
H 2.2565 -0.9046 -1.4721
H 1.1004 -0.6468 -2.6346
H -0.2567 -2.3466 1.2811
H 0.0916 -2.3822 -0.4460
H -0.6355 1.8301 2.5266
H 0.6735 1.8547 1.3384
H -1.0073 2.0974 0.8267
*
```

# 4
ORCA calculation (ωB97M-V/def2-TZVPD) on C3H8N4O in the gas phase at a distorted geometry.

SMILES	[H]/N=C(\C)N/C(N)=N/O
lowest unoccupied orbital energy	0.79	eV
HOMO energy	-8.12	eV
HOMO-LUMO gap	8.91	eV
ΔE to the lowest compared entry with this formula, charge and spin	62.2	kcal per mole

```
! wB97M-V def2-TZVPD RIJCOSX def2/J DEFGRID3
* xyz 0 1
H 1.0143 -0.0598 3.0099
N 0.8483 -0.4295 2.0696
C 0.2393 0.5828 1.4607
C -0.1577 1.8061 2.3202
N -0.2092 0.6914 0.1844
C -0.2235 -0.3466 -0.8002
N 0.6130 -1.4313 -0.4354
N -0.7095 -0.0503 -1.9502
O -0.3507 -0.9059 -2.9356
H -1.2437 1.9830 2.5437
H 0.0081 2.7476 1.8219
H 0.3385 1.8147 3.3366
H -0.6557 1.5408 -0.0945
H 0.4573 -2.2760 -0.9779
H 0.8004 -1.5235 0.6032
H -0.8596 -0.6953 -3.7216
*
```

# 5
ORCA calculation (ωB97M-V/def2-TZVPD) on C3H8N4O in the gas phase at a distorted geometry.

SMILES	[H]/N=C(N)\N=C/N(C)O
lowest unoccupied orbital energy	0.72	eV
HOMO energy	-9.19	eV
HOMO-LUMO gap	9.91	eV
ΔE to the lowest compared entry with this formula, charge and spin	77.0	kcal per mole

```
! wB97M-V def2-TZVPD RIJCOSX def2/J DEFGRID3
* xyz 0 1
H 0.8757 0.5591 1.7432
N 1.5205 0.8213 1.0342
C 1.5411 -0.0891 0.1614
N 2.3190 0.0325 -0.9523
N 0.7106 -1.2631 0.2528
C -0.5462 -1.0744 0.1770
N -1.3191 0.0038 -0.2612
C -1.0776 1.4412 -0.2349
O -2.6999 -0.2298 0.0239
H 3.0552 0.6918 -0.8268
H 2.5957 -0.9502 -1.1434
H -1.0396 -2.0057 0.4538
H -0.9294 1.8591 0.7898
H -1.8920 1.9003 -0.8170
H -0.1526 1.6347 -0.7415
H -3.0339 -0.6786 -0.7844
*
```

# 6
ORCA calculation (ωB97M-V/def2-TZVPD) on a molecular structure, C3H8N4O at a distorted geometry.

lowest unoccupied orbital energy	0.85	eV
HOMO energy	-9.35	eV
HOMO-LUMO gap	10.20	eV
ΔE to the lowest compared entry with this formula, charge and spin	167.5	kcal per mole

```
! wB97M-V def2-TZVPD RIJCOSX def2/J DEFGRID3
* xyz 0 1
C 0.8437 -2.3552 -0.3738
C 0.3126 -0.8910 -0.2820
C 0.9464 1.8872 0.5867
H 1.6441 -2.7671 0.3817
H -0.0163 -3.0561 -0.2368
H 1.1607 -2.3365 -1.3896
H -0.4846 1.3683 -0.7242
H 2.0195 1.7610 1.1492
H -1.2111 2.4549 0.7131
H -2.6835 -0.1885 -0.1304
H -1.6397 0.6363 0.7765
N 0.6903 1.3716 -0.6394
N -0.0393 2.5964 1.2344
N -0.9545 -0.8688 0.0092
N -1.7397 0.3573 -0.1739
O 1.1515 0.0302 -0.9005
*
```

# 7
ORCA calculation (ωB97M-V/def2-TZVPD) on 2 unconnected molecules or ions with the total composition C3H8NO at a distorted geometry.

lowest unoccupied orbital energy	4.22	eV
HOMO energy	-2.14	eV
HOMO-LUMO gap	6.36	eV
ΔE to the lowest compared entry with this formula, charge and spin	39.4	kcal per mole

```
! wB97M-V def2-TZVPD RIJCOSX def2/J DEFGRID3
* xyz -1 1
C -0.1581 -2.4901 -0.3284
O -0.0299 -1.8442 0.8637
H -1.0549 -2.0326 -0.8404
H 0.6692 -2.5354 -1.1073
H -0.4210 -3.5667 -0.2405
C -0.5220 1.7789 -1.0617
C 0.6579 1.0417 0.7453
N 0.2291 2.0805 0.1558
H -1.2539 0.9969 -0.8580
H 0.0983 1.4748 -1.9125
H -1.1404 2.6326 -1.3771
H 1.1152 1.0834 1.7350
H 0.7884 0.1061 0.1877
*
```

# 8
ORCA calculation (ωB97M-V/def2-TZVPD) on a gas-phase ion, C3H8NO (charge -1) at a distorted geometry.

SMILES	C[C@@H](N)C[O-]
lowest unoccupied orbital energy	4.61	eV
HOMO energy	-2.47	eV
HOMO-LUMO gap	7.08	eV
ΔE to the lowest compared entry with this formula, charge and spin	21.1	kcal per mole

```
! wB97M-V def2-TZVPD RIJCOSX def2/J DEFGRID3
* xyz -1 1
C 0.3834 -1.2083 -0.7831
C 0.0162 -0.1003 0.2772
N 1.2623 0.4181 0.8003
C -1.0174 0.8373 -0.0809
O -1.1725 1.5751 1.0453
H 1.1914 -0.8702 -1.4724
H 0.8362 -2.1318 -0.2770
H -0.5589 -1.4778 -1.3392
H -0.3392 -0.6082 1.1498
H 1.0373 0.6999 1.7726
H 1.1398 1.3358 0.3501
H -0.7970 1.3010 -1.0813
H -1.9816 0.2294 -0.3613
*
```

# 9
ORCA calculation (ωB97M-V/def2-TZVPD) on C3H8NO in the gas phase at a distorted geometry.

lowest unoccupied orbital energy (alpha / beta)	0.56 / 0.52	eV
HOMO energy (alpha / beta)	-4.56 / -8.30	eV
HOMO-LUMO gap (alpha / beta)	5.12 / 8.82	eV
ΔE to the lowest compared entry with this formula, charge and spin	27.6	kcal per mole

```
! wB97M-V def2-TZVPD RIJCOSX def2/J DEFGRID3
* xyz 0 2
O -1.3684 -0.2086 -0.7852
C -1.3226 0.0354 0.4891
C 0.0387 0.5238 1.0145
N 0.8402 0.5177 -0.2519
C 1.4487 -0.7998 -0.4851
H -2.1507 0.0437 1.1880
H -0.1059 1.5591 1.3355
H 0.5172 -0.0981 1.7674
H 0.0961 0.6630 -0.9729
H 1.4906 1.2894 -0.2180
H 0.6187 -1.4915 -0.3027
H 2.3466 -0.9928 0.0851
H 1.5364 -0.9835 -1.5219
*
```

# 10
ORCA calculation (ωB97M-V/def2-TZVPD) on 2 unconnected molecules or ions with the total composition C3H8NO at a distorted geometry.

lowest unoccupied orbital energy	-6.16	eV
HOMO energy	-13.69	eV
HOMO-LUMO gap	7.54	eV
ΔE to the lowest compared entry with this formula, charge and spin	59.6	kcal per mole

```
! wB97M-V def2-TZVPD RIJCOSX def2/J DEFGRID3
* xyz 1 1
C 2.2727 -0.0582 -0.3294
N 1.5066 0.3753 0.6092
H 3.1981 -0.5348 -0.0165
H 1.7742 -0.3259 -1.2574
H 0.8323 1.1245 0.5047
H 1.6812 0.0340 1.5606
C -1.8063 0.8319 0.4951
C -1.5718 -0.4301 0.1398
O -0.5928 -0.6379 -0.8725
H -2.6380 1.0358 1.1735
H -1.4186 1.6818 -0.0485
H -1.5282 -1.2576 0.8357
H -0.9802 -1.2817 -1.4946
*
```

# 11
ORCA calculation (ωB97M-V/def2-TZVPD) on 2 unconnected molecules or ions with the total composition C3H8NO.

lowest unoccupied orbital energy	-5.22	eV
HOMO energy	-15.16	eV
HOMO-LUMO gap	9.94	eV
ΔE to the lowest compared entry with this formula, charge and spin	19.0	kcal per mole

```
! wB97M-V def2-TZVPD RIJCOSX def2/J DEFGRID3
* xyz 1 1
C 0.4954 -0.3388 1.1666
C -0.1367 0.7736 1.4802
C 0.4658 -2.1324 -0.3867
N 0.3052 -0.8997 -0.1460
H 0.9651 -1.0270 1.8546
H -0.7198 1.3025 0.7420
H -0.0795 1.1409 2.4914
H 0.3803 -2.5714 -1.3750
H 0.8177 -2.7593 0.4214
H 0.0161 -0.2791 -0.9074
H -0.6212 2.9560 -1.4619
H -1.3100 1.8244 -2.2388
O -0.5783 2.0105 -1.6402
*
```

# 12
ORCA calculation (ωB97M-V/def2-TZVPD) on 2 unconnected molecules or ions with the total composition C3H8NO at a distorted geometry.

lowest unoccupied orbital energy	-5.63	eV
HOMO energy	-15.21	eV
HOMO-LUMO gap	9.58	eV
ΔE to the lowest compared entry with this formula, charge and spin	51.0	kcal per mole

```
! wB97M-V def2-TZVPD RIJCOSX def2/J DEFGRID3
* xyz 1 1
C -1.0082 -1.4382 0.2131
C -1.6714 -2.1478 1.1658
C 0.4685 0.7723 0.4319
N -0.4648 -0.1262 0.6251
H -1.0594 -1.7780 -0.8566
H -1.8372 -1.7192 2.1132
H -2.3713 -2.9910 0.8405
H 0.8531 1.5077 1.1566
H 1.1343 0.6057 -0.4461
H -1.0777 0.1742 1.4252
H 1.7839 2.5329 -2.7141
H 3.0475 2.1866 -2.0618
O 2.2027 2.4211 -1.8929
*
```